1.
{
  "formula": "HIN4",
  "method": "ωB97M-V with the def2-TZVPD basis set",
  "elements": ["N", "N", "N", "N", "I", "H"],
  "positions_angstrom": [[-0.845, -0.281, 0.640], [1.660, 1.752, -0.183], [0.180, -0.188, 0.020], [1.001, 0.783, -0.113], [-2.605, -0.903, -0.251], [0.610, -1.163, -0.113]],
  "forces_ev_per_a": [[-6.829, 1.783, 5.286], [-2.396, -3.810, 0.697], [6.016, -4.532, -3.510], [2.078, 4.698, -1.097], [0.174, 0.076, -0.525], [0.957, 1.786, -0.850]],
  "homo_lumo_gap_ev": [6.909, 6.910],
  "lumo_energy_ev": [-1.0, -1.0],
  "homo_ha": [-0.2891, -0.2891],
  "molar_mass_g_mol": 183.940,
  "total_energy_ev": -14070.3544,
  "charge": 0
}

2.
{
  "formula": "HIOS",
  "method": "ωB97M-V with the def2-TZVPD basis set",
  "elements": ["I", "S", "H", "O"],
  "positions_angstrom": [[1.504, 0.777, -1.405], [-0.523, 1.347, -0.411], [-0.205, -1.056, 1.331], [-0.776, -1.068, 0.486]],
  "forces_ev_per_a": [[-0.436, 0.228, 0.140], [0.312, -3.123, 1.006], [-1.161, 0.354, -1.769], [1.285, 2.540, 0.622]],
  "homo_lumo_gap_ev": [6.374, 6.377],
  "lumo_energy_ev": [-3.2, -3.2],
  "homo_ha": [-0.3517, -0.3516],
  "molar_mass_g_mol": 175.978,
  "total_energy_ev": -20995.7995,
  "charge": 0
}

3.
{
  "formula": "HKLiO2",
  "method": "ωB97M-V with the def2-TZVPD basis set",
  "elements": ["O", "H", "K", "O", "Li"],
  "positions_angstrom": [[0.042, -0.230, -0.856], [0.258, -1.134, 1.638], [0.473, 1.309, 1.711], [-0.715, -0.353, 0.244], [1.726, -1.120, -0.369]],
  "forces_ev_per_a": [[1.642, 0.037, -0.313], [1.104, -0.191, 0.057], [-0.242, -0.156, -0.203], [-0.829, 0.079, 0.120], [-1.675, 0.231, 0.339]],
  "homo_lumo_gap_ev": [5.276, 5.535],
  "lumo_energy_ev": [-0.5, -0.7],
  "homo_ha": [-0.2115, -0.2296],
  "molar_mass_g_mol": 79.045,
  "total_energy_ev": -20635.7156,
  "charge": 0,
  "multiplicity": 2,
  "s2": 0.758
}